This record from OMol25 describes a gas-phase ion, C6H7O4S2 (charge -1) at a distorted geometry. The level of theory is ωB97M-V/def2-TZVPD.

Properties
Energy relative to the best compared isomer or geometry (same formula, charge and spin) (kJ/mol): 0.0
Maximum force (eV/A): 4.91
Net charge: -1
Orbital gap (eV): 7.386
Highest occupied orbital energy (Ha): -0.1579
DFT total energy (eV): -36195.6075
SMILES string: C[C@@H](Oc1ccsc1)S(=O)(=O)[O-]
M (u): 207.3

```
19
C6H7O4S2 | OMol25 | ωB97M-V/def2-TZVPD
S 2.75 1.20 -0.84
S -1.86 1.20 0.08
O 0.07 -0.82 0.89
O -3.25 1.23 0.37
O -1.03 1.88 0.99
O -1.47 1.39 -1.31
C 2.34 -0.28 1.16
C 3.29 0.39 0.52
C -1.47 -0.63 0.37
C 1.09 -0.14 0.44
C 1.15 0.64 -0.69
C -1.68 -1.21 -0.98
H -2.75 -1.44 -1.05
H -2.02 -1.03 1.20
H 4.27 0.64 0.76
H -0.99 -0.66 -1.63
H -1.22 -2.21 -0.97
H 0.21 0.94 -1.14
H 2.57 -1.11 1.82
```